The following is a quantum chemistry calculation of an isolated ion of composition C5H11N2O and charge +1, from the OMol25 dataset.

```
19
Properties=species:S:1:pos:R:3:forces:R:3
C -2.63336 -0.53582 -0.73622 0.66 -3.07 1.31
N -1.65476 -0.24306 0.07552 -1.58 0.17 -3.00
C -1.31220 1.14314 0.19585 0.44 2.57 4.22
C -0.65664 -1.18166 0.55931 2.34 3.00 0.66
C 0.79527 -0.79414 0.11010 -0.84 2.80 -0.23
N 1.29150 0.34944 -0.10042 -1.67 -0.22 1.29
C 2.68692 0.61628 -0.24571 -1.77 -2.03 -0.27
O 3.37241 -0.56308 -0.20261 2.63 -0.59 0.93
H -2.89016 -1.60928 -1.02279 0.81 1.38 0.69
H -3.37261 0.15080 -1.06507 0.07 1.16 -0.24
H -1.89125 1.87881 -0.41652 0.57 -1.09 0.44
H -1.44280 1.37979 1.33260 -0.58 -0.11 -1.69
H -0.18570 1.28687 0.27984 -1.32 -0.28 -1.48
H -0.76468 -2.10347 0.09320 -0.89 -1.96 0.09
H -0.47476 -1.07228 1.67923 -1.15 -0.77 -1.22
H 1.34482 -1.64591 0.10565 2.07 -2.60 0.04
H 2.72520 1.09612 -1.16018 0.64 1.14 -2.13
H 3.04819 1.23302 0.50736 0.03 1.64 1.47
H 4.11371 -0.34363 0.41096 -0.48 -1.13 -0.88
```
Forces are in eV/Å.

- LUMO level (eV) = -4.81
- charge = +1
- ΔE to the lowest compared entry with this formula, charge and spin (eV) = 4.420
- structure (SMILES) = C=[N+](C)C/C=N/CO
- HOMO level (Eh) = -0.4916

The following is a quantum chemistry calculation of a 2-piece molecular cluster, C5H11N2O overall, from the OMol25 dataset.

```
19
Properties=species:S:1:pos:R:3:forces:R:3
C -1.45270 -2.00068 -1.63905 -0.75 -0.12 0.33
C -1.17845 -1.72337 -0.13278 -1.45 -1.54 -1.50
C -0.19759 -0.66743 0.04493 3.23 2.15 1.31
C -0.19714 0.73995 0.25291 0.42 -4.00 -0.35
N 1.00400 1.13788 0.75690 1.22 -2.93 -0.55
C 1.86109 0.07762 0.78940 -1.69 -1.03 -0.71
N 1.18691 -1.04241 0.25072 -0.53 2.53 1.36
H -2.27136 -1.30570 -1.97327 1.06 -0.77 -0.13
H -0.51828 -1.88182 -2.15640 0.21 0.52 -0.67
H -1.71009 -3.05413 -1.84774 -0.36 0.55 0.36
H -0.90209 -2.64900 0.35728 0.99 -0.14 0.02
H -2.13808 -1.62868 0.35588 -0.18 1.15 0.22
H -0.83027 1.37143 -0.26530 -1.58 1.47 0.02
H 1.13057 2.10542 1.03850 0.51 0.51 0.08
H 2.82232 0.02500 1.32309 -0.55 0.18 -0.75
H 1.59790 -1.96715 -0.02007 -0.50 1.30 0.87
H -0.16268 4.03160 0.94991 -3.06 0.96 -0.01
H 1.24014 4.64224 0.94592 -0.89 -1.54 0.06
O 0.71579 3.78924 0.96919 3.90 0.76 0.02
```
Forces are in eV/Å.

- LUMO level (eV) = -3.26
- charge = +1
- ΔE to the lowest compared entry with this formula, charge and spin (eV) = 1.405
- HOMO level (Eh) = -0.4908

The following is a quantum chemistry calculation of an isolated ion of composition C5H11N2O and charge +1, from the OMol25 dataset.

```
19
Properties=species:S:1:pos:R:3:forces:R:3
C 0.96141 0.87960 -0.16910 -1.53 -1.01 1.16
C 0.33900 -0.44730 0.24709 0.65 -3.71 1.79
C -2.17740 0.08780 -0.40344 -1.13 1.69 -1.89
C 2.28731 1.10149 0.55884 -1.97 0.94 -3.36
C 0.43119 -1.60263 -0.78903 -2.79 0.89 1.18
N 0.29373 1.65979 -0.86467 1.40 2.22 -0.58
N -1.18763 -0.49792 0.55399 -0.68 1.96 1.02
O -3.11805 0.71269 0.23287 2.52 -1.19 2.01
H 0.89218 -0.87569 1.25976 -1.78 1.31 -2.32
H -0.59973 1.40927 -1.22356 -0.82 -0.70 -0.25
H 2.54496 2.14208 0.33143 0.86 -0.60 -0.14
H 2.85419 0.25168 0.18741 1.01 0.38 0.70
H 1.90123 1.07625 1.51779 0.32 -0.46 2.50
H -0.51828 -1.68649 -1.37028 0.62 0.10 0.41
H 0.65536 -2.53584 -0.35054 0.39 -0.97 0.45
H 1.10192 -1.29648 -1.46206 2.95 0.51 -2.76
H -1.49353 -1.44660 0.43337 0.25 -1.25 0.38
H -1.38563 -0.19829 1.49628 -0.14 0.16 0.87
H -3.78224 1.26659 -0.18614 -0.13 -0.27 -1.20
```
Forces are in eV/Å.

- LUMO level (eV) = -4.78
- charge = +1
- ΔE to the lowest compared entry with this formula, charge and spin (eV) = 5.898
- HOMO level (Eh) = -0.4961

The following is a quantum chemistry calculation of a 2-piece molecular cluster, C5H11N2O5S overall, from the OMol25 dataset.

```
24
Properties=species:S:1:pos:R:3:forces:R:3
C -0.92003 -1.88826 -1.14412 1.86 -1.01 0.23
C 1.80586 0.81073 -1.37614 2.35 -1.87 -0.75
C -0.53728 0.91132 -1.58876 -1.47 -0.98 1.65
C 0.37325 -1.20319 -0.44930 0.02 0.31 -0.61
C 0.48308 -0.05718 0.53215 -1.42 0.58 0.72
N -0.66071 -1.37667 3.12944 -0.85 0.28 -1.91
N 0.57318 0.23877 -0.88192 1.97 0.44 -1.54
O -1.92745 -2.06987 -0.49472 -0.87 0.46 0.83
O -0.15184 1.40802 2.65587 -0.35 0.43 0.83
O -0.57026 -2.28096 -2.26398 0.04 0.27 -0.90
O 0.15933 2.51500 0.51994 -1.51 -1.05 0.95
O -1.95199 1.18681 0.97204 0.06 0.74 0.24
S -0.57457 1.46178 1.28406 2.43 -0.96 -1.32
H 2.66727 0.04066 -1.46768 -1.48 1.12 0.35
H 1.62808 1.21850 -2.36087 0.10 0.03 -0.22
H 2.06542 1.58617 -0.69916 0.41 0.79 0.45
H -1.32430 0.42236 -1.04391 -1.39 0.97 0.03
H -0.58837 2.00669 -1.63464 0.49 -0.62 0.68
H -0.66097 0.48767 -2.53043 0.55 -0.82 -1.92
H 1.36502 -1.78019 -0.61648 -1.89 0.91 0.45
H -0.23620 -1.36973 2.15120 -0.58 -0.04 1.82
H 1.39124 -0.16402 1.12118 0.28 0.84 -0.40
H -1.61105 -1.75289 2.86399 1.13 0.60 0.63
H -0.79669 -0.35151 3.32225 0.11 -1.41 -0.25
```
Forces are in eV/Å.

- LUMO level (eV) = 3.12
- charge = -1
- ΔE to the lowest compared entry with this formula, charge and spin (eV) = 1.316
- HOMO level (Eh) = -0.2061

The following is a quantum chemistry calculation of a 2-piece molecular cluster, C5H11N2OS overall, from the OMol25 dataset.

```
20
Properties=species:S:1:pos:R:3:forces:R:3
C 2.23051 0.55118 -0.26107 0.30 -0.82 -0.35
C 0.08187 -2.54859 -0.81359 1.79 -2.14 4.14
C -0.30662 1.22941 1.42771 -2.07 -2.56 -0.61
C -1.03124 1.98117 -0.70741 -1.12 2.24 1.79
C -0.45934 -1.46310 0.11890 0.59 -0.55 0.30
N -0.37028 -0.24032 -0.59975 0.11 1.08 0.61
N -0.96057 0.84137 0.16694 0.53 -0.39 -0.57
O 2.49547 1.48426 -0.89212 -0.87 1.47 -0.88
S 2.78173 -0.65288 0.59862 0.06 -1.20 1.18
H 1.16665 -2.37569 -0.99773 -0.76 -0.28 0.01
H -0.05293 -3.57401 -0.17240 0.63 1.98 -1.60
H -0.42347 -2.69227 -1.69883 -1.32 0.07 -1.98
H 0.07528 0.30437 1.92033 -1.18 0.59 0.36
H 0.58453 1.71945 1.29286 2.25 2.10 -0.60
H -1.12336 1.82363 1.84852 0.75 -0.08 1.11
H -0.07877 2.39378 -1.17100 -0.73 -0.40 0.91
H -1.68481 1.72994 -1.48150 -0.82 -0.56 -1.63
H -1.69443 2.81744 -0.13233 1.93 -1.36 -1.10
H -1.44626 -1.90615 0.50948 0.47 1.30 -0.46
H 0.21603 -1.42300 1.04435 -0.55 -0.51 -0.63
```
Forces are in eV/Å.

- LUMO level (spin up / spin down) (eV) = 3.34 / 3.34
- charge = -1
- ΔE to the lowest compared entry with this formula, charge and spin (eV) = 2.994
- HOMO level (spin up / spin down) (Eh) = -0.0710 / -0.0711

The following is a quantum chemistry calculation of an isolated ion of composition C5H11N2S and charge +1, from the OMol25 dataset.

```
19
Properties=species:S:1:pos:R:3:forces:R:3
C -1.24205 -1.39330 -0.24405 1.00 1.56 0.63
C -2.00437 0.57181 -1.10391 0.96 -1.90 -3.55
C -0.64515 0.85153 -0.52200 -0.94 0.15 1.49
C 0.11383 -0.36961 1.53110 -1.32 -1.97 2.31
C 2.54328 0.22248 -0.16741 0.44 0.05 -0.92
N -2.19685 -0.90174 -0.83855 -1.74 0.94 -1.16
N -0.15979 -0.40302 0.04798 -3.94 0.92 4.56
S 1.37957 -1.00359 -0.79510 5.54 -1.92 -3.01
H -1.09904 -2.33273 0.23527 -0.15 -0.90 -0.16
H -2.80500 1.13553 -0.71276 -0.88 0.43 0.63
H -1.97307 0.78489 -2.27923 -0.36 -0.75 2.52
H 0.06509 1.12704 -1.22897 1.12 1.01 -1.44
H -0.74643 1.56755 0.27197 0.38 0.55 0.18
H 0.22128 0.67314 1.87576 -0.17 -0.63 -0.14
H -0.74165 -0.97103 2.19303 1.88 1.89 -1.93
H 1.03769 -0.95826 1.83612 -0.88 0.68 -0.78
H 2.26960 0.42893 0.84831 -0.08 0.47 0.50
H 2.37771 1.16692 -0.79637 0.66 -1.30 0.78
H 3.60534 -0.19652 -0.15120 -1.50 0.71 -0.50
```
Forces are in eV/Å.

- LUMO level (spin up / spin down) (eV) = -3.24 / -7.27
- spin multiplicity = 3
- charge = +1
- <S²> = 2.0053
- ΔE to the lowest compared entry with this formula, charge and spin (eV) = 1.921
- HOMO level (spin up / spin down) (Eh) = -0.4017 / -0.5453

The following is a quantum chemistry calculation of a 2-piece molecular cluster, C5H11N2S2 overall, from the OMol25 dataset.

```
20
Properties=species:S:1:pos:R:3:forces:R:3
C -0.79810 2.52136 0.74480 0.60 2.58 0.71
C -1.09670 1.16824 -1.30959 -1.08 -1.66 2.45
C 0.98373 -2.98220 1.17587 -1.89 4.25 1.75
C -0.35278 1.98074 -2.23200 0.92 1.79 0.09
C 1.51513 -4.07862 0.47078 2.76 -1.62 -4.56
N -1.37282 1.43620 -0.01197 -0.87 -1.65 -2.53
N -0.20974 2.14638 1.89915 -1.70 -1.44 -2.27
S -0.80917 4.14579 0.30750 -0.30 -1.83 -0.10
S -0.02855 -1.78113 0.58169 1.11 -1.28 0.30
H -1.55633 0.14798 -1.62525 0.76 2.05 0.28
H 1.12117 -2.80939 2.29554 0.32 -0.89 -1.54
H -0.85243 1.91613 -3.19195 -1.12 0.81 -0.17
H 0.52483 1.61483 -2.72141 1.18 -1.49 0.54
H 0.02449 2.99165 -1.88008 -1.30 -1.14 -0.44
H 1.16290 -4.18065 -0.65040 0.03 0.26 2.42
H 1.29535 -4.94236 1.04722 -0.14 -1.21 0.31
H 2.69000 -4.15472 0.22863 -2.27 0.67 1.32
H -2.12790 0.78404 0.39377 1.80 1.36 -0.30
H -0.38476 1.16464 2.14442 0.99 0.76 0.79
H 0.27166 2.91110 2.33326 0.20 -0.33 0.94
```
Forces are in eV/Å.

- LUMO level (eV) = -5.05
- charge = +1
- ΔE to the lowest compared entry with this formula, charge and spin (eV) = 3.474
- HOMO level (Eh) = -0.4478

The following is a quantum chemistry calculation of a single C5H11N3 molecule, from the OMol25 dataset.

```
19
Properties=species:S:1:pos:R:3:forces:R:3
C -0.32492 -1.14423 0.07264 -0.73 -0.71 0.42
C 2.28109 1.72815 -0.33034 0.22 -0.27 -0.07
C -1.02872 0.18709 -0.01916 0.14 0.06 -0.13
N 0.33044 -1.52625 1.27509 0.21 -0.19 -0.18
N -0.97851 -2.23225 -0.50702 0.14 0.70 0.57
C -0.10345 1.25008 -0.11877 -0.81 0.13 0.36
C -2.38618 0.28306 -0.11865 0.01 -0.17 -0.26
N 1.10011 0.93648 -0.61919 0.54 -1.55 0.02
H 1.09209 -0.17283 -0.60592 0.59 1.96 -0.37
H -0.28010 -2.01565 1.92729 -0.02 0.15 -0.02
H 0.79320 -0.76064 1.74462 -0.16 0.03 -0.04
H -0.63786 -3.15252 -0.26736 -0.06 0.21 -0.51
H -1.46619 -2.02979 -1.36761 0.10 -0.46 0.15
H -0.31417 2.26736 0.18254 -0.08 0.04 -0.21
H 2.02061 2.70622 0.08195 -0.15 -0.15 -0.04
H 2.92243 1.21622 0.39345 0.03 0.09 0.00
H 2.85395 1.88656 -1.24560 0.05 0.00 0.07
H -2.86296 1.15093 -0.55068 -0.01 0.18 0.25
H -3.01086 -0.57798 0.07272 0.00 -0.04 0.00
```
Forces are in eV/Å.

- LUMO level (spin up / spin down) (eV) = 0.73 / 0.83
- charge = 0
- ΔE to the lowest compared entry with this formula, charge and spin (eV) = 3.696
- HOMO level (spin up / spin down) (Eh) = -0.2257 / -0.2135

The following is a quantum chemistry calculation of a single C5H11N3 molecule, from the OMol25 dataset.

```
19
Properties=species:S:1:pos:R:3:forces:R:3
H -3.19915 -0.25962 -1.41672 0.09 0.02 0.34
N -2.49522 -0.95505 -1.12684 0.71 0.05 0.44
N -1.79714 -0.46519 -0.22250 -1.20 0.22 -0.90
C -0.70250 -1.29532 0.19125 1.99 0.06 -1.12
N -0.56411 -1.20990 1.60095 0.35 1.42 0.94
C 0.65379 -0.70015 -0.61975 -1.48 -0.94 0.73
C 0.96239 0.65175 -0.12124 -0.39 0.40 0.99
C 1.56178 0.81962 1.07131 1.14 0.24 -1.28
C 0.28477 1.79144 -0.82135 0.17 0.22 -0.07
H -0.81300 -2.33386 -0.15118 -0.08 0.22 0.13
H -0.29677 -0.20918 1.85427 -0.58 -1.62 -0.40
H 0.23547 -1.76052 1.89969 -0.16 -0.14 0.00
H 1.43932 -1.41420 -0.37271 0.00 -0.04 -0.10
H 0.42111 -0.72570 -1.68267 0.11 -0.05 -0.05
H 2.16111 0.03401 1.50586 -0.28 -0.36 0.24
H 1.82870 1.80433 1.42212 -0.36 0.26 0.19
H -0.79235 1.74189 -0.64022 0.08 0.05 -0.07
H 0.66424 2.75172 -0.47094 -0.07 -0.01 0.02
H 0.44757 1.73394 -1.89931 -0.04 0.00 -0.01
```
Forces are in eV/Å.

- LUMO level (eV) = 0.86
- charge = 0
- ΔE to the lowest compared entry with this formula, charge and spin (eV) = 2.429
- structure (SMILES) = [H]/N=N/[C@H](N)CC(=C)C
- HOMO level (Eh) = -0.3382

The following is a quantum chemistry calculation of a single C5H11N3 molecule, from the OMol25 dataset.

```
19
Properties=species:S:1:pos:R:3:forces:R:3
C 2.05522 -1.09238 -0.74615 -0.16 -0.37 -1.56
N 1.27324 -1.26980 0.43558 -0.96 1.36 1.30
C 0.46084 -0.37461 0.89761 1.66 -1.52 -1.38
C 0.12810 0.93190 0.27973 -0.20 -0.84 -0.38
C 1.30544 1.88146 0.07963 -1.76 0.41 -0.41
C -1.10111 1.06805 -0.25668 -0.03 -0.75 0.67
N -2.20803 0.17937 -0.23560 0.30 0.62 -0.66
N -2.07633 -1.21900 -0.05899 -0.19 0.06 0.95
H 1.59187 -0.59987 -1.66136 0.20 -0.15 1.22
H 3.00991 -0.61943 -0.52639 0.06 0.16 0.05
H 2.28379 -2.11059 -1.05533 0.27 0.00 -0.30
H -0.01503 -0.74430 1.77611 -0.62 0.29 0.85
H 2.09498 1.36355 -0.46301 0.09 0.31 0.17
H 1.63503 2.26204 1.04236 0.34 -0.01 0.00
H 0.91994 2.73314 -0.52234 0.55 -0.37 0.30
H -1.37428 1.99178 -0.70516 -0.13 0.71 -0.53
H -2.86204 0.35320 -1.00337 0.51 0.03 0.53
H -2.13267 -1.39781 0.94887 -0.07 -0.03 -0.54
H -1.16465 -1.55223 -0.34228 0.12 0.09 -0.27
```
Forces are in eV/Å.

- LUMO level (eV) = 0.92
- charge = 0
- ΔE to the lowest compared entry with this formula, charge and spin (eV) = 2.728
- structure (SMILES) = C/N=C\C(C)=C/NN
- HOMO level (Eh) = -0.3026

The following is a quantum chemistry calculation of a 2-piece molecular cluster, C5H11N3 overall, from the OMol25 dataset.

```
19
Properties=species:S:1:pos:R:3:forces:R:3
C -1.97557 1.22397 0.13909 0.53 -0.68 0.30
C 0.02833 1.81101 1.57706 -1.22 -1.27 0.43
C 1.64756 -0.44507 -0.46734 0.16 -1.61 0.75
C -0.92278 0.80032 0.95186 0.27 -1.94 1.70
C 0.21260 -0.35848 -0.86863 -2.75 -0.19 -0.16
N -2.80193 1.24146 -0.65941 -1.17 0.86 -1.04
N -1.89115 -1.38606 -1.59695 0.56 0.22 -1.33
N -0.53692 -1.42756 -1.33351 3.11 0.66 1.53
H 0.94143 1.26634 1.79523 0.32 0.36 0.33
H 0.18301 2.55515 0.84478 0.59 1.15 -0.56
H -0.40222 2.24752 2.50275 0.45 -0.11 -0.48
H 1.79464 0.24060 0.36089 0.17 0.57 -0.37
H 2.36189 -0.24941 -1.30409 -0.56 -0.25 0.74
H 1.86218 -1.42645 0.08881 -0.22 0.97 -1.34
H -1.34733 0.05544 1.73517 0.82 1.04 -1.38
H -0.20409 0.51759 -1.32743 0.50 0.68 -0.04
H -2.38077 -1.84277 -0.84927 -0.55 0.71 0.41
H -2.10959 -0.39855 -1.80660 -0.64 -0.87 0.63
H -0.12603 -2.32748 -1.14598 -0.37 -0.29 -0.14
```
Forces are in eV/Å.

- LUMO level (spin up / spin down) (eV) = 0.72 / 0.72
- charge = 0
- ΔE to the lowest compared entry with this formula, charge and spin (eV) = 4.284
- HOMO level (spin up / spin down) (Eh) = -0.2654 / -0.2655

The following is a quantum chemistry calculation of a single C5H11N3 molecule, from the OMol25 dataset.

```
19
Properties=species:S:1:pos:R:3:forces:R:3
C -0.30660 2.55412 -0.61561 0.45 -2.38 -0.79
C 0.40800 -0.83418 -0.44721 2.37 -3.27 3.75
C 1.97369 -0.97825 0.49481 -2.52 -2.97 -0.45
C -1.45284 -2.16003 -1.13377 -2.39 1.63 -2.43
C -0.13586 1.38128 1.43191 -2.42 2.18 -0.46
N -0.01006 0.37711 -0.81310 -0.60 -1.02 -1.71
N -0.17566 -1.98790 -0.53723 1.21 1.52 -0.29
N -0.18300 1.37836 -0.04680 0.48 2.21 -0.10
H -0.28452 2.61808 -1.66660 0.16 -0.23 -0.93
H -0.64019 3.33238 -0.08875 -0.98 2.77 2.26
H 2.50103 -2.02827 0.32935 -1.69 1.98 0.22
H 1.76555 -0.87716 1.59765 0.02 -0.10 -1.17
H 2.70733 -0.29963 0.21183 0.99 1.72 -0.66
H -2.04964 -2.93502 -0.74257 -0.14 -1.23 1.41
H -1.47192 -2.51727 -2.20424 0.89 0.57 0.66
H -2.24323 -1.30776 -1.18000 1.68 -0.55 0.32
H 0.77188 1.76585 1.73698 2.05 0.72 0.47
H -0.24256 0.43708 1.80925 -0.49 -2.46 0.76
H -0.93140 2.08121 1.86413 0.92 -1.12 -0.89
```
Forces are in eV/Å.

- LUMO level (eV) = 0.36
- charge = 0
- ΔE to the lowest compared entry with this formula, charge and spin (eV) = 5.282
- HOMO level (Eh) = -0.2893

- Which value of ΔE to the lowest compared entry with this formula, charge and spin does entry 4 give?
  1.316 eV

- Which formula does entry 8 have?
  C5H11N3